No. 1
15
Properties=species:S:1:pos:R:3:forces:R:3:lowdin_spin:R:1 method="wB97M-V/def2-TZVPD" gap_ev="4.73 / 6.60" e_above_lowest_ev=4.391 multiplicity=3 e_lumo_ev="0.643 / -3.031" s2=2.0182 energy_ha=-399.65753
C -0.450 -0.637 0.218 3.6879 4.6308 -1.2275 0.37
C 1.140 1.142 0.947 -0.8237 3.3597 -0.8981 0.14
C -1.080 -1.725 0.605 -0.6969 -2.2026 1.4112 0.46
C -0.260 0.292 -0.979 0.5819 -0.1232 1.9412 0.04
C 0.408 1.575 -0.327 3.1203 -3.7630 -1.8083 0.01
N 0.636 -0.015 1.393 -1.9702 -3.3376 -0.5256 0.41
O 1.850 1.945 1.565 0.5603 -1.1439 0.5649 0.26
O 1.266 -0.700 2.454 0.2973 2.7097 -0.7470 0.19
H -0.629 -2.075 1.517 -0.3823 -1.2172 0.2699 0.04
H -1.748 -2.243 -0.041 -0.6933 -0.2961 0.1337 0.04
H 0.440 -0.193 -1.655 0.4491 -0.2176 -0.0910 0.01
H -1.109 0.523 -1.629 -0.3320 0.1053 0.5145 0.02
H -0.333 2.274 -0.246 -1.4553 2.2348 0.7681 0.00
H 1.293 1.858 -0.954 -1.2291 0.5232 0.1982 0.00
H 1.928 0.017 2.793 -1.1141 -1.2623 -0.5041 0.01

No. 2
18
Properties=species:S:1:pos:R:3:forces:R:3:lowdin_charge:R:1 method="wB97M-V/def2-TZVPD" gap_ev="6.88 / 7.16" e_above_lowest_ev=13.730 multiplicity=1 e_lumo_ev="-2.203 / -1.773" energy_ha=-675.58203
C -0.578 0.796 -0.158 -2.4201 0.2058 0.2149 -0.18
C 0.693 1.369 -0.231 2.7046 -0.7715 -0.0634 0.09
C 2.816 -0.371 -0.162 -0.5984 2.9646 -0.2889 -0.05
C -2.169 -0.958 -0.165 -0.4766 0.1263 0.0189 -0.13
N -0.856 -0.430 -0.219 1.7475 -0.2686 -0.1705 -0.02
N 3.836 0.284 -0.229 -0.1184 -0.5022 0.0231 0.19
N 1.095 2.594 -0.220 -0.1359 -0.8815 -0.0783 -0.35
N 2.155 -1.564 0.000 -0.4859 -1.8672 0.4160 -0.42
O 0.383 3.588 -0.199 0.0842 0.4681 0.0203 0.05
O 2.456 2.827 -0.261 0.1213 0.7488 0.0217 0.08
O 1.906 -2.190 -1.015 0.0949 0.1375 0.1744 0.11
O 1.844 -1.845 1.149 0.1304 0.0928 -0.3732 0.10
H -1.363 1.568 -0.032 -0.0239 -0.0845 -0.0486 0.14
H -2.259 -1.546 0.749 -0.0967 -0.0374 -0.0116 0.08
H -2.277 -1.648 -1.005 -0.1542 0.0298 0.0710 0.08
H -2.963 -0.200 -0.196 -0.0185 -0.0084 0.0189 0.08
H 2.957 1.986 -0.313 -0.3535 -0.1542 0.0311 0.05
H 4.783 -0.088 -0.172 -0.0008 -0.1980 0.0242 0.12

No. 3
11
Properties=species:S:1:pos:R:3:forces:R:3:lowdin_charge:R:1 method="wB97M-V/def2-TZVPD" gap_ev=8.59 e_above_lowest_ev=3.052 multiplicity=1 total_charge=+1 e_lumo_ev=-5.391 energy_ha=-3276.62207
C 2.477 -1.224 0.208 -0.8248 -0.7514 -2.2190 -0.46
C -1.076 -0.597 0.385 -3.3573 -2.8233 0.8832 -0.15
N 2.504 -1.405 -0.963 0.7729 1.1041 4.9300 -0.05
N -0.138 0.137 0.630 3.0021 1.7704 -0.8690 -0.01
N 2.501 -1.297 -2.223 -1.0746 0.3433 -2.3834 -0.36
Cl 1.103 -0.397 -2.851 1.4328 -0.6858 0.3413 0.68
Br 2.148 -1.321 1.978 0.7404 -0.1885 -1.0325 0.99
H -0.940 -1.543 -0.076 0.2641 -0.9092 -0.7761 0.05
H -2.056 -0.498 0.873 -0.1541 0.4152 -0.6666 0.09
H -0.525 0.944 1.039 0.0457 1.6042 1.2064 0.05
H 3.394 -1.260 -2.749 -0.8471 0.1210 0.5856 0.16

No. 4
7
Properties=species:S:1:pos:R:3:forces:R:3:lowdin_spin:R:1 method="wB97M-V/def2-TZVPD" gap_ev="3.30 / 8.05" multiplicity=2 total_charge=+3 e_lumo_ev="-11.904 / -11.983" s2=0.7503 energy_ha=-348.27341
Sr -1.184 -3.153 -2.087 0.5794 0.8864 0.1650 0.05
Sr -1.810 0.892 1.618 -0.2698 0.1720 0.2153 0.60
Li 1.646 1.714 2.784 0.3249 0.1358 0.0059 0.19
N 0.344 0.116 -0.578 3.3054 1.6458 -7.7138 0.01
O -0.358 -0.898 -0.821 -1.2607 -2.1823 -0.8637 0.04
O 1.020 0.750 -1.405 -1.3142 -2.5855 -0.4678 0.01
O 0.342 0.579 0.489 -1.3650 1.9278 8.6591 0.11

No. 5
71
Properties=species:S:1:pos:R:3:forces:R:3:lowdin_charge:R:1 method="wB97M-V/def2-TZVPD" gap_ev=6.42 e_above_lowest_ev=3.955 multiplicity=1 e_lumo_ev=-0.439 energy_ha=-1665.72691
Sr -0.639 -0.575 -0.317 4.0326 4.7720 -2.3808 1.33
C -2.814 -0.936 1.045 0.2971 -0.7305 0.1828 -0.10
N -2.750 -1.300 -0.466 -1.4168 -2.4783 1.1072 -0.38
C -4.021 -1.057 -1.172 0.3200 -0.1547 0.4747 -0.13
C -4.358 0.416 -1.154 0.1518 -0.1903 -0.0223 -0.28
C -5.624 0.895 -1.441 -0.0879 0.0898 0.0059 -0.03
C -5.793 2.272 -1.490 -0.0649 -0.0437 -0.0117 -0.07
C -4.706 3.094 -1.255 0.1264 0.0764 0.0323 -0.05
C -3.475 2.516 -0.969 -0.0668 -0.0030 -0.0035 -0.09
N -3.313 1.197 -0.914 -0.0381 0.1897 -0.1194 0.10
C -2.304 -2.751 -0.749 0.1868 0.1368 0.6905 -0.09
C -0.963 -3.442 -0.171 -0.4556 0.6743 -0.3876 -0.26
C -1.053 -4.804 0.043 0.0512 -0.1314 0.1308 -0.04
C 0.093 -5.485 0.437 -0.0792 -0.0878 0.0072 -0.05
C 1.279 -4.798 0.605 0.1523 0.0905 0.0152 -0.03
C 1.302 -3.434 0.348 -0.2635 -0.1321 -0.1935 -0.09
N 0.208 -2.785 -0.046 -0.8026 -1.3500 0.2054 -0.05
C -1.636 -1.431 2.004 -0.7056 0.7608 -0.3060 -0.31
C -1.818 -2.550 2.791 0.1871 -0.1415 -0.0008 -0.03
C -0.783 -2.939 3.633 -0.0040 -0.1098 0.0800 -0.04
C 0.372 -2.184 3.691 -0.0336 0.1299 -0.0220 -0.04
C 0.450 -1.036 2.911 -0.0970 0.1313 0.0906 -0.10
N -0.525 -0.656 2.095 -0.9222 -0.8006 0.6196 -0.01
H -2.843 0.165 1.133 -0.0671 -0.4851 -0.3058 0.12
H -3.723 -1.360 1.473 -0.0803 0.0526 -0.0615 0.12
H -3.867 -1.363 -2.210 0.0199 -0.0328 -0.0106 0.14
H -4.825 -1.684 -0.767 -0.1133 0.1001 0.0196 0.13
H -6.451 0.221 -1.629 0.0290 -0.0115 0.0115 0.11
H -6.764 2.695 -1.713 -0.0042 -0.0115 0.0007 0.11
H -4.797 4.172 -1.291 -0.0183 -0.0124 -0.0071 0.11
H -2.569 3.086 -0.782 -0.0012 0.0098 0.0063 0.07
H -3.117 -3.427 -0.471 0.0611 -0.0672 0.1083 0.11
H -2.208 -2.829 -1.834 -0.0441 0.1890 -0.0455 0.13
H -1.991 -5.327 -0.084 -0.0002 -0.0050 -0.0031 0.11
H 0.053 -6.553 0.612 -0.0170 0.0060 -0.0031 0.11
H 2.185 -5.301 0.914 -0.0230 -0.0201 -0.0016 0.11
H 2.202 -2.829 0.409 -0.0464 0.0426 -0.0429 0.09
H -2.729 -3.130 2.731 -0.0355 0.0188 -0.0191 0.12
H -0.880 -3.829 4.242 -0.0322 -0.0036 -0.0103 0.12
H 1.198 -2.455 4.333 -0.0120 -0.0344 -0.0016 0.11
H 1.314 -0.384 2.952 0.0277 -0.0308 -0.0962 0.13
C 5.558 0.954 -0.177 0.0341 0.1696 0.0515 -0.20
Si 4.877 -0.717 -0.659 0.1932 -0.0074 0.0196 0.34
C 5.827 -1.344 -2.142 0.0642 -0.0549 -0.1338 -0.20
C 5.193 -1.904 0.766 -0.0026 -0.0853 0.1008 -0.21
C 3.118 -0.639 -0.993 -0.4703 0.0270 0.0210 -0.33
C 1.897 -0.514 -1.142 0.1437 -0.4140 -0.0037 -0.23
H 6.635 0.919 0.007 -0.0179 -0.0058 -0.0011 0.02
H 5.066 1.321 0.727 0.0108 0.0011 -0.0157 0.03
H 5.367 1.682 -0.969 0.0114 -0.0088 0.0107 0.03
H 6.903 -1.370 -1.947 -0.0156 -0.0133 -0.0124 0.02
H 5.651 -0.698 -3.006 0.0131 -0.0086 0.0093 0.03
H 5.500 -2.351 -2.412 0.0192 0.0125 -0.0040 0.02
H 6.256 -1.983 1.007 -0.0156 0.0020 -0.0107 0.02
H 4.829 -2.906 0.517 0.0164 0.0121 0.0259 0.01
H 4.668 -1.563 1.664 0.0059 -0.0288 -0.0110 0.02
C -0.928 5.534 -0.902 -0.0614 0.0348 0.0058 -0.08
C 0.291 4.659 -0.579 -0.0169 0.0786 -0.0343 -0.66
C 0.844 5.063 0.794 0.0207 0.0057 0.0856 -0.07
C 1.370 4.897 -1.643 0.0606 -0.0281 -0.0832 -0.07
C -0.092 3.235 -0.563 0.0898 -0.1241 0.0230 -0.26
C -0.301 2.025 -0.557 -0.1545 0.1189 0.2211 -0.16
H -0.652 6.592 -0.965 0.0345 -0.0262 0.0181 0.08
H -1.690 5.430 -0.125 -0.0002 -0.0133 -0.0123 0.07
H -1.368 5.240 -1.857 0.0154 -0.0027 0.0021 0.08
H 1.176 6.106 0.791 -0.0348 -0.0045 -0.0251 0.08
H 1.692 4.432 1.066 -0.0070 -0.0107 -0.0357 0.08
H 0.078 4.945 1.563 0.0115 -0.0099 -0.0071 0.08
H 1.704 5.940 -1.630 -0.0298 -0.0047 0.0082 0.08
H 0.984 4.669 -2.638 -0.0067 -0.0090 0.0203 0.08
H 2.232 4.252 -1.469 -0.0218 -0.0046 0.0343 0.08

No. 6
42
Properties=species:S:1:pos:R:3:forces:R:3:lowdin_charge:R:1 method="wB97M-V/def2-TZVPD" gap_ev=7.83 e_above_lowest_ev=1.743 multiplicity=1 e_lumo_ev=0.697 smiles=OCCNC[C@@H](O)CN1c2ccccc2Sc2ccccc21 energy_ha=-1317.96558
O -6.298 -0.294 0.640 -0.0544 -0.4619 0.0458 -0.07
H -6.622 -0.764 -0.137 -0.0217 0.0442 0.0636 0.09
C -5.925 1.010 0.261 0.2685 0.4000 -0.3812 -0.26
C -4.771 0.997 -0.757 -0.3346 -0.1168 0.2570 -0.21
N -3.568 0.344 -0.282 0.0600 -0.2970 0.1180 -0.07
H -3.836 -0.554 0.116 -0.0080 0.1350 -0.0568 0.11
C -2.807 1.090 0.711 0.3468 -0.2113 0.1819 -0.18
C -1.364 0.555 0.766 -0.2659 0.7334 -0.3347 -0.34
O -1.322 -0.783 1.190 -0.1697 -0.3389 0.1192 0.00
H -1.748 -1.328 0.518 0.0973 -0.0645 -0.0115 0.09
C -0.691 0.752 -0.611 -0.3464 -0.1679 0.4768 -0.10
N 0.669 0.268 -0.606 0.0665 -0.0027 0.1535 -0.03
C 1.722 1.164 -0.414 0.4167 0.3135 -0.0631 -0.22
C 1.746 2.381 -1.098 -0.0262 -0.0072 0.0242 -0.02
C 2.783 3.279 -0.929 -0.0298 0.0505 0.0174 -0.09
C 3.844 2.975 -0.094 0.0654 0.0369 0.0707 -0.10
C 3.859 1.758 0.563 -0.0806 0.0659 -0.0879 -0.11
C 2.810 0.867 0.410 -0.0483 -0.3421 0.0940 -0.45
S 2.861 -0.646 1.329 -0.3150 0.1237 -0.0631 1.04
C 1.900 -1.664 0.244 0.1773 0.2996 0.0872 -0.44
C 2.143 -3.027 0.251 -0.1057 0.0086 -0.0977 -0.11
C 1.385 -3.875 -0.535 0.0211 -0.1013 0.0847 -0.10
C 0.398 -3.343 -1.346 -0.0640 -0.0262 0.0108 -0.09
C 0.169 -1.980 -1.366 0.0027 0.0835 -0.0221 -0.03
C 0.902 -1.109 -0.559 0.2065 -0.5381 -0.1855 -0.23
H -0.592 -1.586 -2.023 -0.0498 0.0604 -0.0675 0.11
H -0.197 -3.990 -1.973 -0.0370 -0.0481 -0.0619 0.10
H 1.565 -4.939 -0.514 0.0195 -0.1005 -0.0057 0.10
H 2.917 -3.414 0.896 0.1179 -0.0665 0.0274 0.10
H 4.674 1.493 1.219 0.1349 -0.0250 0.0336 0.10
H 4.655 3.674 0.041 0.0797 0.0664 0.0054 0.10
H 2.763 4.218 -1.463 0.0041 0.0720 -0.0537 0.10
H 0.945 2.625 -1.778 -0.0608 -0.0113 -0.0707 0.11
H -0.696 1.816 -0.838 -0.0285 -0.0622 -0.0753 0.12
H -1.293 0.240 -1.365 0.0683 0.1609 0.0216 0.11
H -0.803 1.109 1.527 -0.0317 0.0093 -0.1215 0.16
H -2.780 2.140 0.409 -0.0182 0.0357 0.0223 0.12
H -3.239 1.031 1.720 0.0365 0.0829 -0.0575 0.12
H -5.097 0.459 -1.655 -0.0948 0.1572 -0.0127 0.11
H -4.526 2.023 -1.042 -0.0371 -0.0073 -0.0872 0.12
H -6.780 1.560 -0.156 0.0844 0.0127 0.0690 0.12
H -5.610 1.504 1.183 -0.0461 0.0444 -0.0669 0.11